The following is a DFT calculation (the ωB97M-V functional and the def2-TZVPD basis) of C4H5FO2S in the gas phase.

```
! wB97M-V def2-TZVPD RIJCOSX def2/J DEFGRID3
* xyz 0 1
O 2.65 -0.33 -0.17
C 1.41 -0.26 -0.20
O 0.85 0.06 -1.42
C -0.45 0.59 -1.62
S -1.69 -0.62 -0.77
C -1.04 -0.12 0.94
C 0.39 -0.64 1.06
F 0.85 0.35 2.10
H -0.72 0.26 -2.68
H -0.48 1.63 -1.40
H -1.71 -0.35 1.76
H -0.83 1.06 1.11
H 0.77 -1.64 1.31
*
```

HOMO	-0.36258	Ha
max |F|	4.6	eV/A
E_LUMO	0.45	eV
energy above the lowest of the compared OMol25 structures with the same formula, charge and spin	1.9328	eV

Mulliken atomic charges, in units of e: -0.537 0.472 -0.283 -0.358 -0.104 -0.682 0.259 -0.318 0.256 0.331 0.407 0.277 0.279

=====

The following is a DFT calculation (the ωB97M-V functional and the def2-TZVPD basis) of C12H28B2F8N4O4Sr as an isolated structure.

```
! wB97M-V def2-TZVPD RIJCOSX def2/J DEFGRID3
* xyz 0 1
Sr 10.31 9.37 10.55
B 8.57 6.98 12.05
F 8.92 5.68 11.89
F 8.04 7.48 10.82
F 7.75 7.33 13.07
F 9.82 7.73 12.23
B 12.19 11.03 8.28
F 12.19 10.26 7.07
F 10.92 11.76 8.43
F 12.11 10.21 9.40
F 13.23 11.92 8.39
C 9.15 10.73 6.27
C 9.07 9.50 7.09
O 9.33 9.45 8.28
N 8.63 8.43 6.37
C 8.56 7.11 7.00
H 8.91 11.59 6.94
H 8.57 10.72 5.35
H 10.27 10.84 6.10
H 8.43 8.50 5.36
H 9.46 6.45 6.82
H 7.63 6.75 6.58
H 8.56 7.21 8.09
C 6.62 10.50 10.70
C 7.72 11.53 10.69
O 8.87 11.30 11.10
N 7.33 12.74 10.40
C 8.28 13.88 10.29
H 6.00 10.85 11.50
H 7.01 9.54 11.02
H 6.08 10.52 9.78
H 6.38 12.91 10.41
H 9.27 13.55 10.56
H 7.95 14.78 10.89
H 8.30 14.13 9.27
C 12.30 12.50 11.46
C 11.81 11.70 12.61
O 11.50 10.49 12.49
N 11.79 12.26 13.86
C 11.47 11.48 15.02
H 13.24 12.08 11.17
H 12.35 13.59 11.69
H 11.59 12.41 10.67
H 12.25 13.12 13.98
H 10.38 11.30 15.01
H 11.75 12.09 15.86
H 11.98 10.52 15.01
C 13.03 7.32 7.97
C 12.18 6.86 9.17
O 11.11 7.45 9.32
N 12.45 5.74 9.81
C 11.45 5.10 10.64
H 13.60 8.22 8.20
H 12.37 7.39 7.14
H 13.73 6.54 7.74
H 13.38 5.34 9.75
H 10.42 5.31 10.30
H 11.39 5.49 11.69
H 11.77 4.04 10.78
*
```

HOMO	-0.35815	Ha
max |F|	3.1	eV/A
E_LUMO	0.47	eV
energy above the lowest of the compared OMol25 structures with the same formula, charge and spin	0.0192	eV

Mulliken atomic charges, in units of e: 2.198 0.644 -0.367 -0.430 -0.345 -0.581 0.665 -0.472 -0.395 -0.437 -0.293 -0.976 0.536 -0.307 -0.234 -0.618 0.063 0.456 0.172 0.234 0.177 0.374 0.049 -1.259 0.744 -0.571 -0.212 -0.701 0.501 0.111 0.377 0.221 0.083 0.287 0.353 -0.527 0.639 -0.668 -0.244 -0.866 0.296 0.437 -0.240 0.273 0.230 0.370 0.250 -1.056 0.608 -0.426 -0.147 -0.874 0.160 0.212 0.459 0.242 0.197 0.259 0.370

=====

The following is a DFT calculation (the ωB97M-V functional and the def2-TZVPD basis) of C16H13F3N2O5 in the gas phase.

```
! wB97M-V def2-TZVPD RIJCOSX def2/J DEFGRID3
* xyz 0 1
O -0.99 -2.97 3.64
C -1.34 -2.03 2.94
N -2.42 -1.27 3.22
C -3.22 -1.49 4.40
C -2.75 -0.64 5.59
O -3.71 -0.76 6.61
C -0.59 -1.65 1.71
C -1.19 -1.06 0.60
C -0.45 -0.76 -0.52
C 0.91 -1.04 -0.55
O 1.69 -0.83 -1.67
C 1.61 0.30 -2.38
C 1.13 1.51 -1.87
C 1.15 2.66 -2.62
C 1.66 2.64 -3.92
C 1.67 3.92 -4.71
F 2.42 4.87 -4.13
F 2.13 3.77 -5.95
F 0.43 4.45 -4.81
C 2.16 1.47 -4.45
C 2.13 0.30 -3.69
N 2.64 -0.90 -4.31
O 2.28 -1.97 -3.87
O 3.39 -0.76 -5.25
C 1.52 -1.66 0.54
C 0.77 -1.96 1.65
H -2.57 -0.42 2.71
H -4.27 -1.24 4.19
H -3.15 -2.54 4.66
H -2.64 0.41 5.28
H -1.76 -1.01 5.92
H -3.37 -0.36 7.41
H -2.25 -0.87 0.59
H -0.92 -0.33 -1.39
H 0.76 1.54 -0.86
H 0.78 3.59 -2.21
H 2.58 1.43 -5.44
H 2.57 -1.90 0.48
H 1.22 -2.46 2.50
*
```

HOMO	-0.34517	Ha
max |F|	1.0	eV/A
E_LUMO	-0.69	eV
energy above the lowest of the compared OMol25 structures with the same formula, charge and spin	0.0897	eV

Mulliken atomic charges, in units of e: -0.638 0.262 -0.157 -0.773 -0.296 -0.510 0.621 -0.713 -0.146 0.238 -0.411 0.892 -0.038 -1.343 0.052 0.806 -0.259 -0.277 -0.263 -0.535 -0.076 0.993 -0.563 -0.616 -0.797 -0.649 0.260 0.354 0.319 0.267 0.295 0.308 0.428 0.531 0.531 0.408 0.588 0.457 0.448